Entry 1:
24
Properties=species:S:1:pos:R:3 method="wB97M-V/def2-TZVPD" de_lowest_ev=5.4864 e_lumo_ev=-6.65 total_charge=+1 homo_energy_ev=-14.1 max_force_ha_per_bohr=0.129 gap_ha=0.2746
N 2.8676 -1.2128 1.0862
C 2.1399 -0.5006 0.1635
N 2.6586 0.8813 0.1286
N 0.9139 -1.4432 -0.7129
H 2.3054 -2.0545 1.2260
H 3.7577 -1.4163 0.6093
H 2.6069 1.0931 1.1402
H 3.6520 0.7285 -0.1264
H 0.6668 -0.5339 -1.1085
H 1.5599 -1.8685 -1.3764
C -1.2328 0.3632 0.9528
C -1.8880 0.7309 -0.3579
C -2.3590 -0.4937 -1.1217
C -3.0431 1.6958 -0.1065
H -0.9217 1.2851 1.4666
H -1.9249 -0.1688 1.6255
H -0.3284 -0.2467 0.7687
H -1.1171 1.2373 -0.9620
H -2.7099 -0.2190 -2.1241
H -3.1481 -1.0544 -0.5967
H -1.4746 -1.1482 -1.2129
H -2.6644 2.5772 0.4254
H -3.5036 2.0283 -1.0455
H -3.8077 1.2310 0.5279

Entry 2:
29
Properties=species:S:1:pos:R:3 method="wB97M-V/def2-TZVPD" multiplicity=5 e_lumo_ev="-11.03 / -16.98" total_charge=+3 s_squared=6.032 homo_energy_ev="-22.1 / -22.9" max_force_ha_per_bohr=0.083 gap_ha="0.4067 / 0.2167"
Pt -0.5649 -0.3560 0.7375
N -1.3628 1.4264 -0.5700
C -0.7955 1.3926 -1.9253
C 0.6769 1.0227 -1.8660
N 0.9243 -0.2590 -1.1838
C 0.7073 -1.5541 -1.8546
C -0.7489 -1.9746 -1.8846
N -1.2700 -2.0372 -0.4922
H -2.3843 1.4780 -0.5771
H -1.0182 2.2159 -0.0225
H -0.8834 2.3799 -2.3935
H -1.3714 0.7185 -2.5531
H 1.2311 1.7964 -1.3322
H 1.0810 0.9868 -2.8847
H 1.8525 -0.2472 -0.7592
H 1.2946 -2.3055 -1.3230
H 1.0979 -1.5193 -2.8789
H -0.8255 -2.9539 -2.3627
H -1.3700 -1.3005 -2.4671
H -0.8854 -2.8576 -0.0165
H -2.2828 -2.1780 -0.4961
C 1.3753 1.3670 4.1940
S 0.3947 0.2322 3.2177
O 1.2177 -0.2222 2.0234
O -0.0439 -0.8618 4.0369
O -0.7020 0.9535 2.4894
H 2.3268 0.8584 4.3705
H 0.8383 1.5035 5.1357
H 1.4907 2.2950 3.6380

Entry 3:
25
Properties=species:S:1:pos:R:3 method="wB97M-V/def2-TZVPD" de_lowest_ev=2.5386 e_lumo_ev=-3.60 total_charge=+1 homo_energy_ev=-11.5 max_force_ha_per_bohr=0.104 gap_ha=0.2916
C -1.4536 -1.5964 -0.4321
C 0.9923 -1.8462 0.2171
N -0.0737 -2.0484 -0.7288
N 0.7171 -1.8332 1.6142
N 2.2502 -1.3417 -0.1974
H 0.2876 -2.3473 -1.6156
H -0.1929 -1.9505 1.9651
H 1.4133 -1.3311 2.1386
H 2.4421 -1.2894 -1.1880
H 2.9719 -1.2424 0.4824
H -2.1058 -2.1461 -1.1566
H -1.6758 -0.5152 -0.6185
H -1.8130 -1.9455 0.5292
C 0.5852 1.7609 -0.0289
C 1.1290 1.3863 -1.3834
C -2.2287 2.1629 1.1301
S -1.2497 1.7375 -0.3528
H 0.8996 1.0618 0.6327
H 0.8108 2.8093 0.2916
H 1.0562 2.2305 -2.0023
H 0.5475 0.6678 -1.9022
H -2.6216 3.1867 0.9423
H -3.0793 1.4146 1.0458
H -1.7871 1.9866 2.0145
H 2.1784 1.0285 -1.3970

Copy entry 3 word for word.
25
Properties=species:S:1:pos:R:3 method="wB97M-V/def2-TZVPD" de_lowest_ev=2.5386 e_lumo_ev=-3.60 total_charge=+1 homo_energy_ev=-11.5 max_force_ha_per_bohr=0.104 gap_ha=0.2916
C -1.4536 -1.5964 -0.4321
C 0.9923 -1.8462 0.2171
N -0.0737 -2.0484 -0.7288
N 0.7171 -1.8332 1.6142
N 2.2502 -1.3417 -0.1974
H 0.2876 -2.3473 -1.6156
H -0.1929 -1.9505 1.9651
H 1.4133 -1.3311 2.1386
H 2.4421 -1.2894 -1.1880
H 2.9719 -1.2424 0.4824
H -2.1058 -2.1461 -1.1566
H -1.6758 -0.5152 -0.6185
H -1.8130 -1.9455 0.5292
C 0.5852 1.7609 -0.0289
C 1.1290 1.3863 -1.3834
C -2.2287 2.1629 1.1301
S -1.2497 1.7375 -0.3528
H 0.8996 1.0618 0.6327
H 0.8108 2.8093 0.2916
H 1.0562 2.2305 -2.0023
H 0.5475 0.6678 -1.9022
H -2.6216 3.1867 0.9423
H -3.0793 1.4146 1.0458
H -1.7871 1.9866 2.0145
H 2.1784 1.0285 -1.3970